1.
27
Properties=species:S:1:pos:R:3:forces:R:3:mulliken_charge:R:1 method="wB97M-V/def2-TZVPD" smiles=O.O.O.O.O.O.O.O.O homo_ev=-11.020 spin_multiplicity=1 gap_ha=0.3848 relative_energy_kj_mol=328.4 lumo_energy_ha=-0.0202
O 0.19982 -0.43803 0.90614 -0.062 -0.011 -0.467 -0.5926
H 0.94022 -0.05177 0.42489 -0.021 -0.002 0.155 0.2774
H -0.46425 0.26049 0.91479 0.021 0.059 0.197 0.3357
O -1.70336 2.35240 0.21816 0.213 -0.295 0.066 -0.6307
H -2.50294 1.87208 -0.02468 -0.136 0.163 -0.143 0.3073
H -1.08340 2.14970 -0.49146 -0.456 -0.259 -0.162 0.2924
O 1.88185 0.91625 3.09786 0.110 0.211 -0.081 -0.6075
H 1.66284 1.84265 2.94687 0.013 -0.052 0.072 0.3172
H 2.55878 0.72490 2.43896 -0.019 -0.043 0.131 0.3008
O 0.77085 3.88139 -0.62181 -0.036 -0.218 -0.195 -0.6099
H 0.30326 4.34296 -1.32700 0.062 0.051 0.084 0.3371
H 0.17658 3.16297 -0.37747 0.323 0.554 0.237 0.2707
O -4.44393 1.16784 -1.71776 0.314 -0.137 0.151 -0.6320
H -4.34595 0.43207 -1.10292 -0.197 -0.003 -0.065 0.3052
H -4.10676 0.82270 -2.55214 -0.073 0.080 -0.020 0.3263
O 5.90779 -0.88478 -0.12754 0.017 -0.139 -0.073 -0.6374
H 5.14080 -1.31069 -0.52668 -0.014 0.077 -0.075 0.3235
H 6.65709 -1.24976 -0.61161 -0.058 0.076 0.077 0.3101
O -3.70993 -2.74205 1.90242 -0.053 0.217 -0.037 -0.6175
H -3.13629 -2.69288 2.67540 0.033 -0.069 -0.093 0.3262
H -3.86685 -1.82046 1.66782 -0.001 -0.114 0.122 0.2931
O 2.91792 -1.49269 -2.23457 -0.085 -0.089 0.094 -0.6416
H 2.68317 -2.09239 -2.95168 0.082 0.053 0.028 0.3183
H 2.35480 -1.76999 -1.50314 0.001 -0.020 -0.011 0.3270
O -1.70331 -2.76582 -1.04915 -0.103 0.211 -0.242 -0.5807
H -2.59524 -2.42892 -0.90793 0.066 -0.219 0.152 0.2860
H -1.31740 -2.14976 -1.68203 0.057 -0.081 0.095 0.2956


2.
67
Properties=species:S:1:pos:R:3:forces:R:3:mulliken_charge:R:1 method="wB97M-V/def2-TZVPD" homo_ev="-14.136 / -13.106" charge=+2 spin_multiplicity=1 gap_ha="0.3013 / 0.1915" relative_energy_kj_mol=0.0 lumo_energy_ha="-0.2182 / -0.2901"
C 0.05620 0.96010 -6.04636 -0.024 0.652 -1.285 -1.1410
C -0.00491 1.09927 -4.62491 -0.140 -2.495 1.380 0.5910
H 0.07730 1.92566 -6.58101 0.048 -0.272 -0.052 0.3436
H -0.82953 0.36365 -6.35292 0.540 0.298 0.103 0.3108
H 0.95660 0.35316 -6.28480 -0.526 0.319 0.134 0.3056
O 0.01523 1.74519 -3.63053 0.122 0.953 -0.631 -0.4602
I 0.38407 -2.94821 -3.47112 0.098 0.409 -0.845 -0.3486
La 0.06827 -0.60720 -1.60877 -0.058 -0.067 0.055 1.2334
P 2.68573 0.68932 -1.39995 2.015 -0.266 -0.269 0.7403
C 3.35359 2.13089 -0.52778 -0.341 0.415 0.426 -1.3365
C 3.79996 -0.62574 -0.75915 -0.249 -0.192 0.168 -1.2832
H 4.84726 -0.30831 -0.87448 -0.335 -0.127 0.063 0.4980
H 4.47573 0.68245 -3.05056 -0.339 0.131 -0.022 0.4405
H 3.64015 -1.55765 -1.31999 0.104 0.172 0.128 0.4130
H 2.93231 0.12391 -3.75782 0.204 0.136 0.112 0.2716
H 3.08488 2.04149 0.53398 0.124 0.095 -0.189 0.3810
H 3.57990 -0.81108 0.30147 0.157 0.014 -0.241 0.3324
C 3.39113 0.86331 -3.08465 -0.217 0.016 -0.291 -1.2155
H 4.44935 2.19011 -0.61023 -0.380 -0.123 -0.099 0.4211
H 3.19467 1.86499 -3.48760 0.051 -0.214 0.091 0.3716
H 2.90621 3.05638 -0.90933 0.159 -0.146 0.070 0.4002
P -2.55545 0.71097 -1.46834 -1.799 -0.139 -0.161 0.8868
C -3.32022 2.14788 -0.65858 0.291 0.453 0.346 -1.2473
C -3.31563 0.77233 -3.13326 0.072 -0.061 -0.226 -1.2073
H -3.42338 -1.57065 -1.28843 -0.080 0.192 0.141 0.4381
H -4.58325 -0.36705 -0.64270 0.308 -0.146 -0.023 0.5114
H -3.14268 -0.84606 0.31977 -0.196 0.061 -0.265 0.2189
C -3.52118 -0.64835 -0.69612 0.175 -0.227 0.162 -1.2941
H -2.87951 -0.00444 -3.77710 -0.171 0.143 0.093 0.3296
H -4.39863 0.59844 -3.05175 0.310 0.094 -0.045 0.4470
H -4.41571 2.12223 -0.75787 0.364 -0.101 -0.083 0.4709
H -2.94263 3.08314 -1.09057 -0.108 -0.174 0.078 0.3650
H -3.13816 1.74950 -3.60008 -0.029 -0.212 0.116 0.3675
H -3.06972 2.14334 0.41095 -0.100 0.010 -0.227 0.2303
C 0.08634 2.19948 -1.30315 -0.079 4.079 0.496 0.1772
O 0.06764 3.35354 -1.32449 0.067 -3.708 0.136 -0.2618
C 0.63049 -0.36269 5.79846 0.179 -0.191 0.119 -1.7194
C 0.24662 0.05586 4.40611 0.261 -0.324 -0.208 -0.0115
C -0.37832 1.29171 4.21903 -0.087 -0.108 0.108 -0.5056
C -0.73088 1.73098 2.94295 -0.123 -0.104 -0.725 0.4362
C -1.40266 3.06914 2.80202 -0.081 0.339 -0.023 -1.7381
C -0.48251 0.90135 1.84884 -0.031 0.642 0.161 0.3412
C 0.06619 -0.40263 1.99327 0.064 -0.595 -0.908 0.6439
C 0.49086 -0.75587 3.30093 0.116 -0.567 0.881 -0.3835
N 0.08783 -1.24353 0.88487 -0.267 0.819 1.559 0.7067
C 0.13450 -2.71087 1.12835 0.269 -0.466 0.072 1.3116
C 1.56253 -3.18300 1.44846 0.360 0.015 0.039 -1.2126
C -0.83846 -3.20097 2.19164 -0.267 0.091 0.576 -1.5491
C -0.30784 -3.40560 -0.15525 0.628 0.318 -0.170 -1.8554
H 1.24660 0.39871 6.28626 -0.031 -0.075 -0.133 0.4189
H -0.24940 -0.49776 6.43635 0.023 0.017 -0.194 0.3727
H 1.18638 -1.30379 5.79669 -0.063 0.140 0.006 0.3622
H -0.60169 1.91759 5.08969 0.114 -0.179 -0.327 0.4739
H -2.39052 3.08296 3.28912 0.307 -0.120 -0.138 0.3658
H -0.80846 3.85724 3.28622 -0.128 -0.222 -0.154 0.4647
H -1.54280 3.35052 1.75469 0.050 -0.022 0.114 0.3033
H -0.73525 1.25694 0.84920 -0.152 -0.107 0.174 -0.2299
H 0.99252 -1.71717 3.47741 -0.354 0.789 -0.060 0.2544
H 1.56114 -4.27732 1.54423 0.053 0.284 -0.096 0.4952
H 2.27389 -2.90087 0.65518 -0.258 -0.151 0.157 0.1333
H 1.94922 -2.77208 2.38743 -0.058 -0.189 -0.322 0.2170
H -1.85846 -2.88944 1.94882 0.030 -0.047 0.038 0.3133
H -0.81040 -4.29614 2.21595 -0.037 0.224 -0.048 0.4950
H -0.60775 -2.84830 3.19677 -0.141 -0.125 -0.137 0.4368
H -1.32595 -3.08977 -0.45373 0.326 -0.163 -0.043 0.5074
H 0.43762 -3.23986 -0.96497 -0.588 -0.170 0.522 -0.1335
H -0.30701 -4.49130 0.00321 -0.153 0.275 -0.184 0.5842


3.
80
Properties=species:S:1:pos:R:3:forces:R:3:mulliken_charge:R:1 method="wB97M-V/def2-TZVPD" homo_ev=-4.904 charge=-1 spin_multiplicity=1 gap_ha=0.2455 relative_energy_kj_mol=4518.3 lumo_energy_ha=0.0653
C 10.19260 -20.07372 -16.15306 -2.827 -5.570 2.160 -3.7606
C 9.81013 -20.66968 -14.73295 0.061 1.691 -0.425 4.5763
C 8.41666 -19.98758 -14.41649 -0.185 -2.864 0.161 -5.4584
C 7.61856 -20.56923 -13.22291 -0.052 0.668 -1.115 -1.2171
C 7.43450 -22.02021 -13.54277 0.967 -1.042 1.105 -1.5203
C 8.79931 -22.83014 -13.78496 -1.392 -0.068 0.794 3.7547
N 9.71315 -22.15885 -14.70700 -1.029 2.142 2.904 1.4993
O 11.04120 -22.88671 -14.95462 -11.705 1.845 5.623 -0.5979
C 8.29239 -24.14245 -14.43792 -1.138 0.843 -2.244 -5.0121
C 9.47545 -23.10097 -12.36526 -0.915 2.419 -2.264 -2.0972
C 10.83251 -20.07061 -13.71152 -9.065 -7.174 -2.146 0.1018
H 10.96842 -20.67683 -16.62470 -0.430 -0.091 -0.147 0.9139
H 10.63766 -19.09678 -15.96432 -4.726 -1.258 2.468 0.9608
H 9.38958 -19.91073 -16.87188 0.061 -0.588 0.179 0.7667
H 7.83392 -20.12555 -15.32725 -0.135 0.106 1.799 2.4357
H 8.46115 -18.90391 -14.30805 -0.399 -2.257 -0.092 1.1794
H 6.68189 -20.01341 -13.26553 -0.421 -0.200 0.138 0.2824
H 8.02866 -20.24251 -12.26731 0.017 -1.263 0.715 0.5394
H 6.70101 -22.02790 -14.34901 0.560 -0.567 0.191 0.2280
H 7.00325 -22.65989 -12.77276 -0.289 0.405 0.293 0.8872
H 7.86710 -24.91416 -13.79628 1.067 3.244 -3.680 0.4781
H 9.07447 -24.66704 -14.98679 -0.984 1.299 0.012 2.0976
H 7.51539 -23.97962 -15.18481 -0.300 0.818 -0.087 -0.5459
H 8.73171 -23.30423 -11.59478 0.484 0.315 -0.203 2.3493
H 10.04152 -22.21993 -12.06288 0.309 -1.524 -3.706 -1.6519
H 10.26677 -23.84505 -12.45621 -1.541 2.492 -0.060 -1.6135
H 10.75744 -18.99310 -13.56507 -7.784 -1.236 0.344 -0.2217
H 11.90463 -20.25592 -13.77743 -3.326 -2.540 -1.909 -0.7998
H 10.56207 -20.48134 -12.73876 -2.811 1.020 -2.272 -0.7656
O 7.69201 -24.85204 -12.11015 -1.742 -0.720 3.265 -0.8033
H 7.61085 -25.29511 -12.95474 -0.607 -1.629 2.806 0.5837
H 8.60102 -24.99872 -11.84857 -0.282 -0.713 -0.206 0.4170
O 9.71102 -16.96742 -14.04668 3.026 7.070 -5.268 -0.9062
H 10.65379 -17.12762 -14.08842 0.304 0.591 -0.241 0.3950
H 9.35996 -17.72244 -13.57451 1.422 2.066 -4.100 0.4752
O 12.08599 -20.40832 -12.02408 1.320 -4.381 9.571 -0.1821
H 12.44233 -20.33066 -11.13908 0.631 -0.152 0.480 0.3795
H 11.23099 -20.82135 -11.90315 1.395 -0.682 1.327 0.5121
O 10.60112 -25.17319 -12.02928 2.141 -4.028 4.920 -0.6540
H 11.52762 -25.23504 -12.26170 1.019 -0.299 0.347 0.4953
H 10.60016 -24.82650 -11.13707 -0.043 -0.016 0.611 0.6479
O 7.22117 -21.47875 -16.45538 -0.935 -0.261 -1.459 -0.6640
H 6.52264 -21.60452 -15.81314 -0.130 0.060 -0.303 0.5430
H 8.01357 -21.36905 -15.92973 0.460 -1.021 -0.495 -0.3289
O 11.19175 -18.30076 -16.70648 0.217 8.594 -5.087 -0.6739
H 11.71173 -17.61392 -16.28923 0.591 0.309 -0.347 0.3340
H 11.54132 -19.11700 -16.34901 4.939 0.231 -0.957 0.6064
O 8.99781 -26.34002 -13.98113 -2.681 -5.683 0.848 -0.8965
H 8.34010 -26.11594 -14.63950 0.343 -1.140 -0.165 0.6124
H 9.76535 -25.82151 -14.22249 0.194 -0.323 -1.253 0.4500
O 12.60245 -19.52182 -15.61600 3.401 4.180 -2.928 -0.9332
H 12.44109 -20.46072 -15.52287 0.542 -1.257 -1.312 0.4250
H 12.99422 -19.26179 -14.78224 0.495 0.633 -0.312 0.4075
O 12.45373 -19.06519 -13.52244 11.964 11.178 1.104 -1.2862
H 12.48757 -19.68052 -12.79002 1.304 1.860 0.466 0.0904
H 11.52048 -18.96922 -13.71233 6.194 3.003 -1.209 0.4022
O 8.14376 -18.27682 -15.94539 -1.282 2.872 -2.315 -0.6704
H 8.87458 -18.63352 -15.44051 0.497 1.209 -1.858 0.2391
H 7.80539 -19.02415 -16.43858 -0.102 0.279 -0.460 0.4243
O 9.14584 -18.37275 -12.84140 -3.498 -5.986 12.157 -0.6902
H 8.71151 -19.22569 -12.85038 0.268 -0.220 0.550 -0.6514
H 8.48144 -17.76859 -12.51007 -0.380 0.420 0.964 0.6277
O 11.71692 -24.00160 -16.33799 5.305 -4.442 -4.134 -0.8827
H 11.39810 -23.45150 -17.05351 0.121 -0.411 -0.028 0.2922
H 11.03617 -23.94194 -15.66774 0.476 -1.783 -2.198 0.3557
O 9.65215 -23.22050 -16.74853 -2.879 -0.643 -4.329 -0.9464
H 8.97009 -23.78158 -16.37945 -0.071 0.373 -0.576 0.2033
H 9.97487 -22.71336 -16.00362 -1.168 0.114 -1.174 1.0902
O 12.45988 -21.59614 -15.25715 7.956 1.609 -1.316 -0.8777
H 12.54938 -21.27926 -14.35837 1.128 -1.206 -0.332 1.0249
H 11.61371 -22.04340 -15.27078 0.212 0.464 -1.505 0.5813
O 12.28849 -22.60986 -13.18046 2.219 -1.051 4.845 -0.6698
H 12.70946 -23.30003 -13.69298 0.046 0.082 -0.459 0.6895
H 11.55620 -22.31978 -13.72437 -0.057 -0.796 0.379 -0.2252
O 10.13162 -21.72009 -10.35293 0.717 1.345 2.738 -0.7279
H 9.78864 -21.78150 -11.24447 -1.272 0.600 1.488 1.3505
H 9.83145 -20.86729 -10.03853 -0.055 0.292 0.573 0.3485
O 10.64018 -24.89985 -14.22902 3.920 -2.269 -0.039 -0.8536
H 10.64589 -23.94358 -14.18741 0.586 0.531 -0.247 0.1055
H 10.52974 -25.17895 -13.32010 -0.240 0.081 -1.365 0.6256